{
  "formula": "C5H13NO2",
  "method": "ωB97M-V/def2-TZVPD",
  "symbols": ["O", "H", "H", "H", "H", "N", "H", "H", "C", "H", "H", "H", "H", "C", "H", "H", "C", "H", "C", "O", "C"],
  "positions_angstrom": [[-0.55, 0.50, -1.90], [-0.41, -2.16, 1.17], [-0.60, 0.16, 1.18], [-2.05, -1.64, -3.20], [-0.25, 2.91, 0.07], [-0.64, 2.32, -0.65], [1.26, -2.13, 0.58], [1.68, -0.03, -0.76], [1.08, 0.67, -0.18], [-1.61, 2.48, -0.92], [-0.07, -1.76, -0.51], [2.08, -0.67, 2.22], [1.66, 0.96, 2.39], [1.20, -0.02, 2.26], [-2.80, -0.66, -2.44], [1.81, 1.43, 0.09], [0.40, -0.18, 0.95], [0.59, -0.33, 3.11], [-0.08, 1.19, -0.98], [-2.97, -1.42, -3.01], [0.29, -1.63, 0.52]],
  "mulliken_spin": [0.8260, 0.0009, 0.0021, 0.0001, 0.0011, 0.0298, 0.0001, 0.0079, 0.0727, 0.0017, 0.0080, -0.0012, -0.0013, 0.0262, -0.0003, 0.0123, 0.0111, 0.0032, -0.0037, 0.0019, 0.0011],
  "total_charge": 1,
  "max_force_ev_per_a": 1.609,
  "homo_ha": [-0.531, -0.530],
  "spin_multiplicity": 2,
  "s_squared": 0.755,
  "de_lowest_kcal_mol": 23.1,
  "molar_mass_g_mol": 119.16
}

{
  "formula": "CHNO3",
  "method": "ωB97M-V/def2-TZVPD",
  "symbols": ["N", "C", "O", "H", "O", "O"],
  "positions_angstrom": [[0.69, -0.31, 0.02], [-0.75, 0.35, -0.02], [0.75, -1.48, -0.21], [-1.44, -0.51, 0.04], [-0.80, 1.52, -0.14], [1.55, 0.44, 0.31]],
  "mulliken_spin": [0.2833, 0.2481, 0.4727, 0.0579, 0.4366, 0.5014],
  "max_force_ev_per_a": 3.995,
  "homo_ha": [-0.289, -0.421],
  "spin_multiplicity": 3,
  "s_squared": 2.012,
  "de_lowest_kcal_mol": 94.7,
  "molar_mass_g_mol": 75.02
}

{
  "formula": "C3Cl3F3O",
  "method": "ωB97M-V/def2-TZVPD",
  "symbols": ["Cl", "C", "Cl", "C", "Cl", "F", "F", "F", "O", "C"],
  "positions_angstrom": [[2.54, -0.24, -0.11], [-0.98, -1.22, 0.14], [1.01, 1.11, -2.18], [1.26, 0.68, -0.52], [-2.26, -0.22, -0.40], [0.55, 1.04, 1.74], [-1.24, -1.61, 1.36], [-0.40, -2.22, -0.57], [-0.75, 1.55, 0.08], [0.28, 1.13, 0.46]],
  "mulliken_charge": [-0.0923, 0.4349, -0.0891, 0.5204, -0.0490, -0.2596, -0.1780, -0.1643, -0.4752, 0.3522],
  "max_force_ev_per_a": 2.678,
  "homo_ha": [-0.335, -0.342],
  "de_lowest_kcal_mol": 74.5,
  "molar_mass_g_mol": 215.38
}

{
  "formula": "C3H3CrLiO2",
  "method": "ωB97M-V/def2-TZVPD",
  "symbols": ["H", "Cr", "C", "H", "O", "C", "O", "Li", "C", "H"],
  "positions_angstrom": [[-2.20, 0.15, -0.58], [2.73, 0.09, 1.21], [-0.24, -1.28, -0.16], [0.59, -1.96, -0.38], [-0.82, 1.53, -1.13], [-1.14, 0.46, -0.61], [1.02, 0.61, 0.61], [0.78, 2.14, -0.50], [-0.08, -0.14, 0.54], [-0.63, -1.61, 0.98]],
  "mulliken_spin": [-0.0049, 4.1917, 0.0072, -0.0010, -0.0161, -0.0248, -0.0975, -0.0028, -0.0519, 0.0000],
  "total_charge": 2,
  "max_force_ev_per_a": 4.834,
  "homo_ha": [-0.647, -0.652],
  "spin_multiplicity": 5,
  "s_squared": 6.162,
  "de_lowest_kcal_mol": 96.3,
  "molar_mass_g_mol": 129.99
}

{
  "formula": "C15H20O15",
  "method": "ωB97M-V/def2-TZVPD",
  "symbols": ["H", "H", "O", "C", "H", "C", "C", "H", "O", "H", "H", "H", "H", "C", "C", "H", "H", "C", "O", "H", "H", "O", "H", "C", "O", "O", "O", "H", "O", "O", "H", "C", "C", "H", "O", "H", "H", "O", "O", "C", "H", "C", "H", "O", "O", "C", "C", "O", "C", "C"],
  "positions_angstrom": [[8.32, -10.58, -29.04], [12.05, -17.81, -24.09], [11.39, -4.61, -24.58], [10.65, -10.18, -27.22], [8.71, -12.47, -27.64], [8.28, -11.71, -23.07], [9.36, -10.89, -28.97], [9.66, -11.11, -29.99], [6.50, -5.83, -23.51], [14.14, -7.42, -24.95], [9.51, -6.57, -25.87], [7.80, -5.91, -27.43], [12.78, -8.53, -24.46], [9.51, -16.03, -24.39], [11.09, -17.44, -23.73], [9.60, -18.99, -23.56], [6.88, -7.45, -27.03], [13.16, -7.51, -24.49], [8.03, -7.18, -24.51], [11.11, -17.55, -22.64], [8.77, -12.22, -25.13], [8.99, -10.23, -24.67], [10.17, -12.85, -28.50], [9.94, -18.26, -24.29], [10.17, -9.83, -28.43], [10.44, -11.48, -26.96], [11.12, -9.37, -26.49], [8.78, -8.19, -26.19], [12.21, -6.64, -25.08], [10.82, -16.12, -24.17], [14.25, -7.05, -22.69], [7.06, -6.25, -24.47], [13.21, -7.04, -23.00], [10.13, -18.80, -25.22], [12.61, -5.75, -23.08], [7.24, -11.31, -24.96], [12.59, -7.68, -22.37], [8.92, -15.00, -24.52], [8.93, -17.25, -24.52], [8.25, -11.45, -24.57], [8.17, -12.78, -22.89], [9.65, -12.04, -27.99], [7.42, -11.23, -22.60], [9.49, -11.09, -22.69], [10.47, -9.17, -23.34], [8.61, -7.19, -25.81], [12.01, -5.59, -24.28], [6.76, -5.82, -25.72], [9.74, -10.09, -23.55], [7.47, -6.61, -26.66]],
  "mulliken_charge": [0.2304, 0.2886, -0.5657, 0.6097, 0.2291, -0.4064, -0.4091, 0.2814, -0.5617, 0.3541, 0.0859, 0.3553, 0.1464, 0.6063, -0.2833, 0.2643, 0.2653, -0.2122, -0.2701, 0.2623, 0.0570, -0.1154, 0.3699, -0.2939, -0.3417, -0.2700, -0.3973, -0.4269, -0.2865, -0.2829, 0.3089, 0.6159, -0.2728, 0.2610, -0.3644, 0.3294, 0.2184, -0.5094, -0.3338, -0.0896, 0.2984, -0.2379, 0.2883, -0.3722, -0.4639, 0.6582, 0.6995, -0.3563, 0.4862, -0.4468],
  "smiles": "O=C1OCCO1.O=C1OCCO1.O=C1OCCO1.O=C1OCCO1.O=C1OCCO1",
  "max_force_ev_per_a": 1.764,
  "homo_ha": -0.381,
  "de_lowest_kcal_mol": 6.3,
  "molar_mass_g_mol": 440.31
}

{
  "formula": "C2BrF2IO",
  "method": "ωB97M-V/def2-TZVPD",
  "symbols": ["C", "I", "C", "Br", "F", "F", "O"],
  "positions_angstrom": [[0.68, -0.08, -0.67], [1.24, -1.97, 0.17], [-0.56, 0.31, 0.19], [0.13, 0.89, 1.87], [-1.35, 1.15, -0.47], [-1.31, -0.82, 0.45], [1.17, 0.53, -1.53]],
  "mulliken_charge": [0.0931, 0.1085, 0.5319, -0.0036, -0.1791, -0.1800, -0.3708],
  "smiles": "O=C(I)C(F)(F)Br",
  "max_force_ev_per_a": 1.427,
  "homo_ha": -0.370,
  "de_lowest_kcal_mol": 0.0,
  "molar_mass_g_mol": 284.82
}